*1*
The molecule C2H4N4S, computed with ωB97M-V with the def2-TZVPD basis set.

Bonds (Å) are listed after each position.
Atoms and positions in Å:
1 C -0.78260 -0.80926 -0.18862  N7 1.226, N8 1.374, S11 1.768
2 C 1.53211 0.70226 0.82870  H5 1.129, N9 1.247, N10 1.444
3 H -2.49317 -0.89952 -1.00951  N7 1.073
4 H 0.43428 -2.24572 0.72637  N8 1.072
5 H 2.45975 1.20635 1.22741  C2 1.129
6 H 0.68487 2.49229 0.20215  N10 1.060
7 N -1.79795 -1.45906 -0.41368  C1 1.226, H3 1.073
8 N 0.30514 -1.19476 0.55656  C1 1.374, H4 1.072, N9 1.359
9 N 1.42250 -0.53331 0.95662  C2 1.247, N8 1.359
10 N 0.39655 1.49603 0.42297  C2 1.444, H6 1.060, S11 1.821
11 S -0.49165 0.74539 -0.97776  C1 1.768, N10 1.821

Computed properties:
**LUMO**: 0.336 eV
**Gap between HOMO and LUMO**: 9.0 eV
**SMILES**: [H]/N=C1/NN=CNS1
**Multiplicity**: 1

Mulliken atomic charge list, values in e, 4 entries:
1 C 0.55
2 C 0.05
3 H 0.28
4 H 0.29

*2*
The molecule C2H4N4S, computed with ωB97M-V with the def2-TZVPD basis set.

Bonds (Å) are listed after each position.
Atoms and positions in Å:
1 C -1.52380 -1.25937 -0.02560  N3 1.250, S7 1.773, H8 1.077
2 C -0.49787 1.00465 -0.15711  N4 1.235, N5 1.774, S7 1.726
3 N -0.30053 -1.45892 -0.18911  C1 1.250, N5 1.263
4 N 0.23284 1.99261 -0.03362  C2 1.235, H9 1.038
5 N 0.45039 -0.47067 -0.42127  C2 1.774, N3 1.263, N6 1.382
6 N 1.74553 -0.44239 0.06074  N5 1.382, H10 1.114, H11 0.978
7 S -2.10823 0.39531 -0.27744  C1 1.773, C2 1.726
8 H -2.13240 -2.14695 -0.06730  C1 1.077
9 H -0.16324 2.89723 0.28474  N4 1.038
10 H 1.84988 -0.62868 1.15445  N6 1.114
11 H 2.44745 0.11718 -0.32849  N6 0.978

Computed properties:
**LUMO**: 0.764 eV
**Gap between HOMO and LUMO**: 8.7 eV
**SMILES**: [H]/N=c1\scnn1N
**Multiplicity**: 1

Mulliken atomic charge list, values in e, 4 entries:
1 C -0.13
2 C 0.36
3 N -0.58
4 N -0.52

It is *2* that is the least stable of them.